{
  "formula": "C3H8BrO5SV",
  "method": "wB97M-V/def2-TZVPD",
  "homo_lumo_gap_ev": 7.551,
  "multiplicity": 1,
  "elements": ["H", "C", "H", "Br", "O", "O", "H", "H", "O", "H", "H", "S", "H", "H", "C", "O", "C", "V", "O"],
  "xyz": [[2.112, 18.335, 1.426], [0.508, 17.513, 2.697], [-0.330, 20.380, 0.599], [1.826, 14.980, 5.632], [1.996, 18.575, -1.383], [3.792, 16.519, 3.356], [-0.436, 16.986, 2.541], [1.498, 20.315, 0.894], [-0.446, 18.952, -1.690], [1.936, 16.693, 1.280], [0.990, 16.977, 3.516], [0.693, 18.860, -0.824], [0.911, 21.202, -0.442], [0.185, 18.464, 3.130], [1.313, 17.582, 1.439], [0.431, 17.743, 0.330], [0.672, 20.345, 0.187], [3.959, 15.105, 4.088], [4.002, 13.925, 3.009]]
}